No. 1
Entry from the Open Molecules 2025 dataset: a structure of composition C36H43CaN5OSTe in a non-equilibrium geometry (wB97M-V/def2-TZVPD).

Output
- <S²> = 0.7591
- Kohn-Sham gap (alpha / beta) (eV) = 3.65 / 7.51
- F_max (Eh/bohr) = 0.0751
- E_LUMO (alpha / beta) (Eh) = -0.10282 / -0.10427

The geometry in ORCA input format:
```
! wB97M-V def2-TZVPD RIJCOSX def2/J DEFGRID3
* xyz 1 2
Ca 14.22914 9.60974 11.36729
C 9.47722 11.16163 9.08870
C 10.94562 11.40975 8.61364
C 10.86440 12.07454 7.24830
C 11.90546 12.15354 9.54010
C 11.57863 13.15458 10.43996
C 12.59054 13.73173 11.24031
C 13.92524 13.35539 11.13626
C 15.05092 14.18381 11.66722
C 14.18469 12.20254 10.36354
C 13.19210 11.70762 9.50003
H 8.97116 10.57251 8.30009
H 8.95660 12.15226 9.25370
H 9.46036 10.60288 10.06274
H 11.40226 10.41929 8.49597
H 11.02950 13.12550 7.32216
H 9.83079 11.98172 6.84469
H 11.58974 11.60424 6.46712
H 10.55999 13.60226 10.55709
H 12.43074 14.54840 11.97536
H 15.47075 14.94768 10.96977
H 15.96491 13.60424 11.96603
H 14.68387 14.68738 12.56430
H 15.21960 11.81635 10.32356
H 13.41949 10.97966 8.70989
C 18.66798 6.82107 9.82755
C 17.24340 6.49922 9.63935
N 16.67426 5.34063 9.33365
N 15.29463 5.49440 9.50926
C 15.00274 6.73186 9.99757
S 13.37651 7.09958 10.33509
N 16.18850 7.35593 10.08183
N 16.32854 8.80017 10.18661
H 19.24899 5.97164 9.41452
H 18.94752 7.08654 10.84108
H 18.94148 7.62907 9.15834
H 14.59812 4.77455 9.32320
H 16.55872 9.10029 9.23800
H 17.12267 9.06191 10.78195
C 7.21732 7.41524 14.71883
C 8.63631 7.77236 14.92850
C 9.14122 8.81948 14.14297
C 10.47908 9.14145 14.28906
C 11.01521 10.27284 13.41439
C 11.34920 8.45666 15.14421
Te 13.31048 9.07162 15.68186
N 14.00622 9.73827 13.79133
C 15.25705 10.31685 13.81218
O 15.79119 10.64399 12.71763
C 15.92577 10.68032 15.10001
C 16.26635 11.99368 15.28678
C 16.95190 12.39153 16.40658
C 17.24767 11.52505 17.46868
C 16.95063 10.17152 17.27372
C 16.23444 9.77281 16.14140
C 12.87131 10.95950 16.59979
C 12.58550 12.15024 15.86602
C 11.87233 13.16776 16.42074
C 11.37802 13.07524 17.71423
C 11.71790 11.96496 18.45410
C 12.57269 10.97078 18.03380
C 13.15474 9.89457 18.99742
C 10.81193 7.47094 16.03569
C 11.57718 6.69792 17.08128
C 9.43496 7.14886 15.88641
H 7.08814 6.42655 15.19525
H 6.92486 7.34714 13.66762
H 6.54472 8.03880 15.27470
H 8.59615 9.37557 13.44008
H 11.70062 10.92981 13.93592
H 10.22048 10.94074 12.96518
H 11.58982 9.85232 12.51345
H 16.04998 12.71489 14.49387
H 17.32956 13.44326 16.48201
H 17.59112 11.84543 18.47254
H 17.23165 9.38545 17.93261
H 16.21459 8.71459 15.89876
H 12.93660 12.25198 14.83055
H 11.85355 14.12445 15.89902
H 10.82608 13.83357 18.22509
H 11.22546 11.87254 19.43380
H 13.30427 10.43036 19.95094
H 14.09589 9.49214 18.63714
H 12.39236 9.07877 19.13834
H 12.53899 6.29624 16.66015
H 10.94870 5.85083 17.34183
H 11.85265 7.30629 17.93564
H 8.99132 6.31740 16.48040
*
```

No. 2
Entry from the Open Molecules 2025 dataset: a cluster of 2 separate species, C36H43N4O2S in total in a non-equilibrium geometry (wB97M-V/def2-TZVPD).

Output
- Kohn-Sham gap (eV) = 5.85
- F_max (Eh/bohr) = 0.0432
- E_LUMO (Eh) = -0.15319

The geometry in ORCA input format:
```
! wB97M-V def2-TZVPD RIJCOSX def2/J DEFGRID3
* xyz 1 1
C 7.42654 3.02819 -0.05687
O 6.99876 1.66957 0.17799
C 5.66274 1.44238 0.25914
C 5.22597 0.09674 0.38759
C 3.88180 -0.18646 0.44757
C 2.87817 0.82557 0.36987
C 1.48311 0.52662 0.49900
C 0.51984 1.53809 0.54996
C -0.85925 1.39499 0.67181
N -1.72831 2.43145 0.70440
C -3.16627 2.20093 0.84941
C -3.74151 1.31182 -0.24770
C -5.23132 1.09255 -0.08342
C -6.09884 1.41807 -1.12966
C -7.47966 1.29567 -0.95376
C -7.99413 0.83167 0.26474
C -7.11677 0.44597 1.28589
C -5.73388 0.55969 1.10770
C -3.75777 3.61833 0.80847
O -4.93122 3.94799 0.97340
N -2.71197 4.46181 0.56604
C -2.91153 5.88847 0.46326
C -1.38965 3.84687 0.52857
C -0.55198 4.40785 1.68800
C -0.74383 4.12381 -0.83728
C 3.35574 2.15897 0.16438
C 4.69943 2.47569 0.19116
H 8.50952 2.93294 -0.12370
H 7.00394 3.42209 -0.98865
H 7.13671 3.68115 0.77434
H 5.99605 -0.67035 0.42691
H 3.54586 -1.22529 0.55356
H 1.18338 -0.52304 0.59015
H 0.87923 2.56722 0.49544
H -1.30977 0.40285 0.75962
H -3.37630 1.75032 1.83573
H -3.54875 1.79889 -1.21718
H -3.20292 0.35132 -0.23661
H -5.67628 1.81469 -2.05953
H -8.15092 1.57826 -1.76495
H -9.07364 0.75222 0.41131
H -7.50141 0.07056 2.23370
H -5.03480 0.28070 1.90214
H -3.98184 6.09657 0.53780
H -2.37708 6.40859 1.26683
H -2.52960 6.26296 -0.49284
H -1.16780 4.40379 2.59724
H 0.34348 3.81220 1.86481
H -0.26221 5.44057 1.44971
H -1.45218 3.85032 -1.63113
H -0.50219 5.19284 -0.90882
H 0.17000 3.54551 -0.97487
H 2.66164 2.97813 -0.01679
H 5.02212 3.51776 0.13128
C 1.41034 -2.21517 3.18509
C 0.50886 -3.14605 2.39608
C -0.00054 -4.24880 3.32469
C 1.22125 -3.69687 1.15812
C 0.42442 -4.82233 0.53466
C 1.02325 -5.31998 -0.74950
N 1.45226 -4.17731 -1.55871
C 1.78413 -4.30550 -2.91376
C 2.17994 -3.08478 -3.46834
C 2.48943 -3.00929 -4.82661
C 2.38195 -4.15788 -5.62298
C 1.98084 -5.37687 -5.05720
C 1.67576 -5.46280 -3.69010
S 2.17113 -1.81016 -2.27054
C 1.63189 -2.92774 -1.01713
N 1.45330 -2.58011 0.21925
H 2.27680 -2.77109 3.56259
H 1.75997 -1.37308 2.58764
H 0.84383 -1.82904 4.03592
H -0.36497 -2.58889 2.01652
H 0.82909 -4.89573 3.64012
H -0.42665 -3.78420 4.21862
H -0.78388 -4.86061 2.86641
H 2.19819 -4.12020 1.48821
H 0.34716 -5.65769 1.23687
H -0.59502 -4.45242 0.34079
H 1.87809 -5.97781 -0.55541
H 0.28614 -5.89329 -1.31686
H 2.80156 -2.04805 -5.21932
H 2.61251 -4.09474 -6.68734
H 1.90822 -6.26055 -5.69149
H 1.35231 -6.39804 -3.23149
*
```

No. 3
Entry from the Open Molecules 2025 dataset: a structure of composition C36H44AsF3GeI2N3OSSi2Sn (wB97M-V/def2-TZVPD).

Output
- <S²> = 0.7547
- Kohn-Sham gap (alpha / beta) (eV) = 6.78 / 6.05
- F_max (Eh/bohr) = 0.0175
- E_LUMO (alpha / beta) (Eh) = -0.22691 / -0.25346

The geometry in ORCA input format:
```
! wB97M-V def2-TZVPD RIJCOSX def2/J DEFGRID3
* xyz 2 2
Sn 0.03376 0.25700 0.14411
I -1.40079 3.62770 1.31170
C -0.55621 4.96348 -0.10982
I 0.56628 4.03941 -1.65561
H 0.11642 5.62791 0.41757
H -1.36847 5.51498 -0.56586
F -1.36115 -0.84648 -4.98855
C -1.35829 0.49726 -5.03091
F -2.01988 0.86664 -6.12906
F -0.08068 0.88847 -5.17577
C -1.97861 1.08517 -3.78642
C -3.11144 1.87202 -3.87934
C -3.67368 2.40245 -2.72665
C -3.06885 2.11850 -1.51991
N -1.96582 1.36922 -1.41830
C -1.42703 0.84959 -2.52077
S 0.00667 -0.13924 -2.28070
H -3.55148 2.06362 -4.84828
H -4.55707 3.02302 -2.76595
H -3.47281 2.49046 -0.58649
N 5.14990 -4.45276 0.58419
C 4.49832 -3.28135 0.67963
O 5.05913 -2.22215 0.89910
C 3.00008 -3.29604 0.49540
C 2.19442 -4.41759 0.36351
C 0.82956 -4.25103 0.18622
C 0.30919 -2.97316 0.15706
N 1.07838 -1.88419 0.30623
C 2.39236 -2.05307 0.46398
H 6.15027 -4.44670 0.70359
H 4.70717 -5.32267 0.35372
H 2.60302 -5.41929 0.39929
H 0.17114 -5.09991 0.06803
H -0.74501 -2.80660 0.00164
H 3.00562 -1.16944 0.58752
C -0.95115 -0.69256 3.46657
Ge -2.11573 -0.64269 1.91839
C -3.42962 0.73181 2.00875
C -3.32405 1.69728 3.01414
C -4.35382 2.60335 3.21894
C -5.48681 2.55270 2.41749
C -5.59738 1.59738 1.41402
C -4.57406 0.68351 1.20947
C -2.66940 -2.37966 1.33320
C -2.65015 -3.35045 2.30557
C -3.09317 -4.66161 2.02096
C -3.51482 -4.97753 0.76270
C -3.52322 -4.00857 -0.27464
C -3.92813 -4.33521 -1.59266
C -3.91923 -3.39316 -2.58007
C -3.50471 -2.07348 -2.29591
C -3.10790 -1.73276 -1.03455
C -3.10608 -2.68637 0.01081
H -1.54693 -0.91020 4.35561
H -0.46474 0.27135 3.60911
H -0.19327 -1.46659 3.35228
H -2.44569 1.73703 3.65029
H -4.27719 3.34176 4.00617
H -6.29252 3.25575 2.58260
H -6.48747 1.55819 0.79987
H -4.67633 -0.07155 0.43914
H -2.30459 -3.12558 3.30825
H -3.08658 -5.40883 2.80275
H -3.84549 -5.98355 0.53427
H -4.24597 -5.34912 -1.80283
H -4.23207 -3.65020 -3.58295
H -3.50061 -1.33458 -3.08717
H -2.78828 -0.71714 -0.82048
C 4.30340 1.53547 2.83176
Si 3.34745 2.79767 1.86917
C 4.36157 4.05796 0.96771
C 2.01518 3.58009 2.88050
As 2.38481 1.48604 0.08056
Si 4.12761 0.99358 -1.59356
C 5.64056 0.72220 -0.57653
C 4.10864 2.55417 -2.58437
C 3.59472 -0.50566 -2.52928
H 4.87591 2.02308 3.62540
H 5.00093 0.97933 2.20478
H 3.62763 0.81626 3.29987
H 4.72166 4.81579 1.66810
H 3.76248 4.56308 0.20674
H 5.23131 3.61836 0.47873
H 2.45492 3.98763 3.79526
H 1.24467 2.86530 3.17097
H 1.53458 4.40189 2.34841
H 5.84279 1.54924 0.10320
H 6.50043 0.63125 -1.24774
H 5.56798 -0.20199 -0.00060
H 4.28592 3.42966 -1.95869
H 3.14828 2.67856 -3.08861
H 4.88837 2.52335 -3.35034
H 3.68071 -1.40407 -1.91559
H 4.23944 -0.63633 -3.40320
H 2.57084 -0.41588 -2.88686
*
```

No. 4
Entry from the Open Molecules 2025 dataset: a structure of composition C36H44BCoN5O2SbSi2 (wB97M-V/def2-TZVPD).

Output
- <S²> = 0.8164
- Kohn-Sham gap (alpha / beta) (eV) = 5.96 / 6.12
- F_max (Eh/bohr) = 0.0157
- E_LUMO (alpha / beta) (Eh) = 0.09908 / 0.09909

The geometry in ORCA input format:
```
! wB97M-V def2-TZVPD RIJCOSX def2/J DEFGRID3
* xyz -1 2
Co 0.18277 0.24831 0.11020
C 0.18668 3.46167 1.35066
C 0.83531 3.35977 0.00768
C 1.25599 4.51500 -0.64569
C 1.78147 4.42210 -1.91916
C 1.84042 3.17971 -2.52527
C 1.38496 2.05220 -1.84300
N 0.92924 2.15330 -0.57386
Sb 1.02642 0.18366 -2.86026
C -1.58672 1.03932 -0.07675
C -2.15552 1.49454 -1.27574
C -3.39376 2.11140 -1.27809
C -4.08353 2.26877 -0.08534
C -3.48266 1.79384 1.07290
C -4.16903 1.85996 2.41096
N -2.27906 1.21626 1.07119
C 2.47736 -0.88060 -1.67046
C 3.51801 -1.54869 -2.31582
C 4.41202 -2.30871 -1.58442
C 4.24192 -2.37912 -0.21801
C 3.18084 -1.70201 0.37914
C 2.99636 -1.84003 1.85537
N 2.30560 -0.96389 -0.33012
H -0.50050 4.31040 1.36872
H 0.92491 3.62043 2.13547
H -0.37626 2.55849 1.56920
H 1.14041 5.47088 -0.15076
H 2.11464 5.31142 -2.44267
H 2.21911 3.06294 -3.53127
H -1.60845 1.37062 -2.20076
H -3.81913 2.46930 -2.21000
H -5.05747 2.74276 -0.05045
H -4.99020 2.57915 2.41195
H -3.44648 2.12568 3.18345
H -4.56622 0.87586 2.67552
H 3.61772 -1.44191 -3.38759
H 5.21966 -2.84431 -2.07086
H 4.89252 -2.98104 0.40311
H 3.21836 -2.86277 2.16470
H 1.97338 -1.60089 2.12317
H 3.68236 -1.18296 2.38981
C 2.37587 1.41692 2.56659
Si 0.83170 0.60448 3.29579
C -0.14489 1.97317 4.19103
C 1.43296 -0.49160 4.72405
N -0.00375 -0.29531 2.07841
C -1.08665 -1.05227 2.47226
C -1.63364 -0.94856 3.77481
C -2.66271 -1.73339 4.25587
C -3.22557 -2.70910 3.45037
C -2.72810 -2.83790 2.16352
C -1.71621 -2.03279 1.65154
N -1.33795 -2.22321 0.25847
Si -2.65737 -2.44812 -0.94472
C -2.24039 -1.85128 -2.65276
C -2.94762 -4.29814 -1.16266
C -4.21165 -1.60909 -0.34493
H 2.46116 2.45739 2.88918
H 2.40156 1.39768 1.47544
H 3.27135 0.90709 2.92425
H 0.53164 2.79290 4.45693
H -0.58098 1.60512 5.12280
H -0.95730 2.38257 3.58897
H 2.32693 -0.04874 5.17683
H 1.68750 -1.49918 4.38881
H 0.68022 -0.58958 5.50936
H -1.23331 -0.19769 4.43930
H -3.01853 -1.57994 5.26915
H -4.02363 -3.35096 3.80138
H -3.14780 -3.60056 1.52580
H -1.23193 -2.13078 -2.95076
H -2.33270 -0.77037 -2.75012
H -2.95037 -2.33160 -3.33735
H -2.14539 -4.73059 -1.76770
H -3.88767 -4.45955 -1.70011
H -2.99562 -4.85579 -0.22680
H -3.98191 -0.79510 0.34132
H -4.88170 -2.30259 0.16577
H -4.74092 -1.18538 -1.20410
O 0.22720 -3.38939 -1.26649
B -0.16914 -2.97456 0.02283
O 0.64107 -3.58649 0.99634
C 1.50667 -4.37958 0.29758
C 2.50163 -5.19449 0.78332
C 3.26171 -5.89235 -0.15973
C 3.01211 -5.77180 -1.52113
C 1.99130 -4.94744 -2.00178
C 1.26021 -4.25955 -1.06435
H 2.68237 -5.28096 1.84666
H 4.05897 -6.54185 0.18002
H 3.61958 -6.32749 -2.22464
H 1.78885 -4.83541 -3.05877
*
```

The lowest F_max belongs to which entry?
C36H44BCoN5O2SbSi2

Number 1 is which compound?
C36H43CaN5OSTe

Number 1 is which compound?
C36H43CaN5OSTe